1 | This record from the Open Molecules 2025 dataset describes a cluster of 8 separate species, C26H34F2O24 in total. The level of theory is ωB97M-V/def2-TZVPD.

Its LUMO energy is -0.35 eV. The frontier orbital gap comes out at 0.370 Eh. As for the HOMO energy: -10.43 eV. As for the SMILES: O=C1OC[C@@H](F)O1.O=C1OC[C@@H](F)O1.C[C@H]1COC(=O)O1.C[C@H]1COC(=O)O1.O=C1OCCO1.O=C1OCCO1.O=C1OCCO1.O=C1OCCO1.

Last column: Löwdin charge in e.
Element x y z (Å)
O 2.3335 0.8512 1.9422  0.161
H -6.5184 3.2197 0.6339  0.090
H 5.7584 -1.2026 1.0950  0.147
O -2.4067 -0.1518 0.6720  0.065
C 4.7133 1.1870 -1.4577  -0.577
O 0.0748 2.7976 -0.5144  0.032
H -0.1354 -4.2498 1.9301  0.070
O 5.5325 1.9136 -0.9740  0.148
C -4.9335 4.6489 0.7034  -0.283
C -2.1631 0.1999 -0.5966  -0.555
H -0.4380 3.5891 1.4457  0.115
C 3.9041 -0.5090 -2.7520  -0.081
O -1.3824 -1.2489 -4.1602  0.071
O -4.2086 5.4525 -0.2505  0.098
H -1.1322 -0.0567 2.2860  0.125
C -3.2045 -0.1090 -4.9032  -0.289
O -0.8303 0.2224 -0.8462  0.112
H 4.3285 -0.5664 1.8174  0.111
H 0.7347 -0.3305 5.6992  0.129
H 1.9179 0.2990 -2.1642  0.132
C 3.1768 -3.0508 0.8508  -0.514
C -3.8354 3.6506 1.1073  -0.042
H 4.0027 -1.5811 -2.8908  0.135
H -1.2489 -1.6666 1.4438  0.119
O 0.3830 4.7708 -1.3329  0.093
O -2.2083 -5.3957 -0.3637  0.042
C -2.9156 5.3335 -0.1552  -0.571
H 0.7482 -5.1801 -0.6943  0.121
C -6.1380 4.0360 0.0163  -0.017
H -5.2375 5.3476 1.4826  0.154
C 4.7834 -1.4994 1.4800  -0.095
H 1.7320 -1.6061 5.0919  0.127
O -3.3140 -1.5233 -5.1250  0.154
H -3.9989 2.6830 0.6343  0.125
H -5.8298 3.6325 -0.9473  0.099
H -0.1963 -5.9938 1.5882  0.090
H 3.4764 -0.3312 5.7565  0.128
H -1.5631 -5.1941 2.2363  0.080
F 0.5079 -1.4067 -0.0839  0.077
H 0.1241 -3.7259 -1.4479  0.127
O 5.0419 0.2287 -2.2814  0.085
O 3.3265 0.5657 3.9757  0.074
O 3.3800 1.0613 -1.1173  0.048
F -3.6407 0.6757 -5.8934  0.096
C 0.3286 3.4790 0.6777  -0.130
O 1.2685 -0.2065 3.6160  0.039
O -2.6029 4.2361 0.5718  0.037
H 4.7413 -2.3040 3.4604  0.129
C 2.8411 -0.1040 -1.7438  -0.135
O 2.2536 -3.5314 0.2471  0.148
C -0.7499 -5.0579 1.5220  -0.015
C -0.0751 -0.2675 0.2948  -0.253
H 2.6579 1.1758 5.9227  0.133
C -1.1762 -4.5455 0.1415  -0.305
H 0.2531 5.6463 0.5047  0.121
O -0.1475 3.1223 -2.7689  0.144
O 3.5392 -3.3495 2.0969  0.078
C 2.7904 0.3410 5.2351  -0.131
C -0.1686 -4.6646 -0.9797  -0.110
O 3.9935 -2.0266 0.4283  0.035
H 0.6331 0.4403 0.7178  0.127
H 1.1575 3.0564 1.2497  0.110
C 4.7168 -2.6589 2.4281  -0.124
C -1.2270 -0.5825 1.3405  -0.021
H -6.9743 4.7235 -0.0951  0.086
C -0.0032 3.5508 -1.6452  -0.541
O -2.6105 -6.6670 -2.2545  0.165
H 2.5582 -0.9648 -1.1403  0.096
C -1.9150 -5.9278 -1.6350  -0.535
O -3.0187 0.6238 -1.3113  0.157
C -1.7214 0.0767 -4.5799  -0.027
O -2.0963 6.1304 -0.5512  0.154
O -2.1882 -3.3177 -4.4266  0.155
H 1.8231 4.9518 0.2267  0.131
C 1.5154 -0.5442 4.9707  -0.094
O -0.7277 -5.4786 -1.9875  0.086
H -1.5977 0.6906 -3.6878  0.116
C -2.2873 -2.1248 -4.5719  -0.607
C 2.3062 0.5325 3.0875  -0.514
H -1.0658 0.4555 -5.3628  0.145
H -1.6516 -3.5632 0.1696  0.137
H -3.8355 0.0669 -4.0289  0.165
H 5.4785 -3.4417 2.3859  0.140
H -3.7545 3.5502 2.1871  0.132
C 0.7610 4.8081 0.0285  -0.110
H 3.4767 -0.1161 -3.6771  0.130

2 | This record from the Open Molecules 2025 dataset describes a cluster of 8 separate species, C26H34F2O24 in total. The level of theory is ωB97M-V/def2-TZVPD.

Its LUMO energy is 0.19 eV. The frontier orbital gap comes out at 0.414 Eh. As for the HOMO energy: -11.06 eV. As for the SMILES: O=C1OC[C@@H](F)O1.O=C1OC[C@@H](F)O1.C[C@H]1COC(=O)O1.C[C@H]1COC(=O)O1.O=C1OCCO1.O=C1OCCO1.O=C1OCCO1.O=C1OCCO1.

Last column: Löwdin charge in e.
Element x y z (Å)
C -11.5038 -19.1785 0.5374  -0.005
H -11.2393 -19.2272 -4.8867  0.125
H -3.7517 -17.4332 1.3048  0.137
C -10.4283 -19.1457 -5.6210  -0.120
H -8.7869 -16.7189 0.4822  0.108
C -4.2349 -17.6836 0.3651  -0.098
O -8.3783 -16.1977 2.4416  0.075
C -7.2948 -20.6323 -1.7430  -0.008
O -7.7877 -20.7968 -0.3964  0.078
H -10.6919 -19.1432 -1.4478  0.131
O -9.6457 -23.1873 -1.3973  0.164
O -3.9725 -23.6946 4.7727  0.170
C -7.7437 -19.2132 -2.0461  -0.288
O -4.3142 -19.3783 -1.1908  0.031
O -7.4434 -14.6165 3.7340  0.167
C -4.4281 -19.1955 0.2176  -0.105
O -11.5488 -17.3702 -1.0056  0.064
H -11.8414 -20.0753 -7.0626  0.130
C -3.6397 -18.3145 -1.7151  -0.564
O -8.7805 -14.0475 2.0287  0.089
C -8.1379 -14.9201 2.8219  -0.569
H -10.6659 -18.7032 1.0382  0.059
H -6.2826 -21.0412 2.5955  0.105
C -12.0509 -17.0356 -2.2131  -0.572
O -10.0695 -21.1498 -6.7318  0.068
C -7.8699 -25.8579 -2.5660  -0.106
C -8.8355 -23.9863 -1.7371  -0.576
H -10.3226 -18.0728 -5.7700  0.135
C -9.1696 -21.0120 -5.7253  -0.560
O -3.3862 -18.1991 -2.8655  0.182
H -5.8486 -22.9601 1.2232  0.121
H -9.4163 -14.7061 -1.1753  0.077
C -12.8374 -19.1028 -1.7174  -0.071
O -3.4027 -17.3969 -0.7556  0.073
F -5.9855 -15.1884 -2.2429  0.053
O -9.0972 -25.1561 -2.3511  0.070
C -4.8079 -23.3155 4.0230  -0.575
H -12.3892 -18.8729 1.1052  0.097
H -8.7272 -13.2296 -0.4147  0.096
H -6.2163 -20.7650 -1.7903  0.134
H -10.5179 -14.4648 0.8997  0.153
H -10.1952 -16.6662 1.5824  0.120
F -8.9363 -19.2119 -2.6990  0.066
H -8.8450 -15.2216 -3.4766  0.133
H -11.4703 -20.2597 0.6926  0.101
O -11.8636 -16.0033 -2.7736  0.153
H -7.7852 -21.4146 -2.3134  0.125
O -6.1858 -16.7434 -6.2184  0.196
O -9.2307 -19.7682 -5.2173  0.045
C -8.8131 -14.3204 -0.3538  -0.021
C -7.9543 -15.8475 -3.4362  -0.053
C -6.7188 -14.9448 -3.3722  -0.293
H -10.4141 -19.4288 -7.7956  0.132
O -7.4998 -23.8594 -1.5229  0.024
H -6.9125 -13.8744 -3.3997  0.169
O -8.4287 -21.8647 -5.3524  0.155
H -8.0155 -16.5790 -2.6363  0.114
H -7.1134 -23.7717 2.1076  0.128
C -10.7795 -19.9176 -6.8866  -0.107
O -12.7810 -18.0634 -2.7116  0.054
H -7.7526 -14.5855 -0.4165  0.086
H -3.5884 -19.6814 0.7196  0.138
H -12.8676 -20.0956 -2.1624  0.141
H -7.0264 -18.6260 -2.6162  0.168
H -13.7730 -18.9796 -1.1662  0.141
H -5.3719 -19.5482 0.6216  0.109
C -9.2471 -16.2014 1.3208  -0.098
C -7.9194 -19.6080 0.1846  -0.582
O -7.9151 -18.6288 -0.7790  0.099
C -6.2007 -23.1885 2.2286  -0.105
O -8.0120 -19.4034 1.3473  0.174
O -7.8065 -16.5311 -4.6790  0.061
O -5.2784 -23.9904 2.9638  0.066
O -5.4166 -22.1033 4.1346  0.064
H -5.9154 -25.1027 -1.9752  0.133
O -5.9771 -15.2827 -4.5091  0.147
C -11.5890 -18.8300 -0.9189  -0.294
H -7.7354 -26.6388 -1.8163  0.131
H -7.4294 -21.9940 3.5546  0.133
C -6.4220 -21.9696 3.1440  -0.112
C -6.6050 -16.2405 -5.2367  -0.544
H -6.7284 -24.2563 -3.4066  0.136
C -6.8253 -24.7395 -2.4354  -0.089
H -7.8936 -26.3111 -3.5536  0.133
H -5.1747 -17.1303 0.3037  0.130
C -9.4606 -14.7156 0.9520  -0.281

Which of them is most stable, and which least? Most stable: 2; least stable: 1.